Record 1
The following is a quantum chemistry calculation of C27H27Cl3GeN7OSSeTa as an isolated structure, from OMol25.

```
69
Properties=species:S:1:pos:R:3:lowdin_spin:R:1
Ta -0.1479 -1.3607 -1.2531 0.641
C -2.4074 3.7012 1.0814 0.000
C -1.0615 3.1945 0.6506 0.000
N -0.4595 2.1089 1.1338 0.000
N -1.1840 1.4456 2.1101 0.000
C -1.0642 0.1351 2.4066 0.001
N -1.8685 -0.4338 3.3068 0.000
S 0.1444 -1.0710 1.6749 0.001
C -0.3580 3.9387 -0.4219 0.000
C -1.0606 4.8947 -1.2589 0.000
C -0.3552 5.9074 -1.8814 0.000
C 1.0584 5.8813 -1.7447 0.000
C 1.6716 4.8601 -1.0595 0.000
N 0.9793 3.8730 -0.4882 0.000
H -2.2687 4.5541 1.7866 0.000
H -2.9782 2.8900 1.4951 0.000
H -2.9325 4.1239 0.2224 0.000
H -1.7507 2.0206 2.7633 0.000
H -2.7036 0.0002 3.6083 0.000
H -1.8629 -1.4700 3.3983 0.000
H -2.1079 4.8648 -1.3048 0.000
H -0.7750 6.7300 -2.4775 0.000
H 1.6729 6.6867 -2.1475 0.000
H 2.7876 4.7525 -1.0223 0.000
C 2.9675 -2.3995 0.5726 0.000
C 2.7301 -0.8738 0.7830 0.000
C 2.9170 -0.5077 2.2934 -0.001
C 1.2302 -0.4662 0.3944 -0.004
C 3.7453 -0.0230 0.0174 0.000
C 3.6247 1.3850 0.2020 0.000
C 4.6522 2.2313 -0.2128 0.000
C 5.7078 1.7105 -0.9460 0.000
C 5.9349 0.3466 -0.9897 0.000
C 4.9064 -0.5459 -0.5709 0.000
H 2.1236 -2.9243 1.0469 0.000
H 3.9058 -2.6904 1.0469 0.000
H 2.9766 -2.7037 -0.4789 0.000
H 2.6430 -1.4129 2.8892 0.000
H 2.2603 0.3060 2.6152 0.000
H 3.9322 -0.2315 2.5343 0.000
H 1.1767 0.6298 0.3564 0.000
H 2.7642 1.7356 0.8027 0.000
H 4.6489 3.3193 -0.0562 0.000
H 6.4228 2.3991 -1.3978 0.000
H 6.8298 -0.0851 -1.4115 0.000
H 5.0839 -1.6082 -0.6255 0.000
Cl 0.4513 0.5482 -2.7893 0.039
Ge -0.7527 -0.6255 -4.5551 0.005
Cl -0.1678 -2.5276 -3.1300 0.000
Cl 0.9904 -0.9852 -5.8063 0.000
Se -2.5178 -0.4598 -1.1060 0.009
C -3.8871 -1.7980 -0.8858 0.016
C -3.8239 -2.8593 -1.7596 0.000
C -4.7480 -3.8793 -1.6646 0.000
C -5.8022 -3.7643 -0.8291 -0.002
C -5.9004 -2.7288 0.0745 0.001
C -4.9208 -1.7489 0.0800 0.000
H -2.9593 -2.9303 -2.4349 0.001
H -4.6574 -4.7726 -2.2704 0.000
H -6.5630 -4.5297 -0.8791 0.000
H -6.7186 -2.6723 0.8020 0.000
H -5.0291 -0.8611 0.7285 0.000
O -0.4988 -2.9478 -0.4298 -0.008
N -0.6750 -4.3942 -0.3791 0.001
C -1.0397 -4.8738 0.8229 0.126
C -1.4033 -3.9917 1.8332 0.022
N -1.6161 -3.3355 2.7646 0.072
C -1.0158 -6.2808 1.0125 0.008
N -0.8970 -7.4001 1.3574 0.071
```

The calculation puts the HOMO energy (spin up / spin down) at -9.304 / -10.910 eV. The value obtained for the energy is -212723.1754 eV. Its total charge is +1. For the energy relative to the best compared isomer or geometry (same formula, charge and spin), the calculation gives 2.0442 eV. Its spin multiplicity is 2.


Record 2
The following is a quantum chemistry calculation of C16H30N8Tc as an isolated structure, from OMol25.

```
55
Properties=species:S:1:pos:R:3:lowdin_spin:R:1
Tc -0.4291 -0.0547 0.0052 1.696
C 1.4935 2.3502 -1.3390 0.010
C 0.8838 2.8229 -0.0075 0.009
N 0.3158 1.7607 0.8198 0.014
C 1.2801 1.4721 1.9050 0.003
C 0.5766 0.5955 2.9161 0.001
N -0.1349 -0.4749 2.0529 0.035
C 0.5213 -1.8320 2.3219 0.018
C 1.6612 -1.9651 1.2653 0.005
C 1.1316 -2.5740 0.0022 0.022
N 0.6087 -1.4773 -0.9719 0.036
C 1.5892 -1.0892 -2.0527 0.006
C 2.9325 -0.6789 -1.4900 0.001
N 3.0065 0.4522 -0.5437 0.021
C 2.9131 1.7273 -1.2899 0.001
H 1.5950 3.2246 -1.9902 0.001
H 0.8270 1.5951 -1.8489 0.005
H 0.0262 3.5245 -0.2454 0.001
H 1.5988 3.4356 0.5846 0.001
H -0.6082 2.1029 1.1482 0.003
H 1.5231 2.4072 2.3927 0.001
H 2.1128 0.7790 1.5342 0.000
H -0.1922 1.1228 3.5153 0.000
H 1.3729 0.1829 3.5588 0.000
H -1.1449 -0.4877 2.3675 0.006
H -0.1884 -2.6432 2.2259 0.001
H 0.9302 -1.8892 3.3781 0.003
H 2.3550 -2.7233 1.6402 0.000
H 2.1747 -1.0322 0.9740 0.001
H 0.2262 -3.1430 0.2300 0.000
H 1.8986 -3.1629 -0.4861 0.003
H -0.1048 -1.9972 -1.5919 0.011
H 1.1234 -0.2371 -2.6123 0.001
H 1.7832 -1.8858 -2.7616 -0.001
H 3.5895 -0.4006 -2.3126 0.001
H 3.4843 -1.5184 -1.1115 0.000
H 3.9233 0.4320 -0.1073 0.001
H 3.2197 1.6006 -2.3465 0.000
H 3.5400 2.4839 -0.7966 0.000
N -4.1318 1.3793 -1.0248 0.030
C -3.5328 2.4510 -1.6674 0.203
C -2.1998 2.3488 -1.5345 0.164
N -1.9063 1.2164 -0.8344 0.099
C -3.1201 0.5449 -0.6020 0.030
C -3.2132 -0.7624 -0.0977 0.056
N -2.0996 -1.5481 0.1359 0.065
C -2.5372 -2.8030 0.4754 0.165
C -3.9379 -2.8527 0.3458 0.235
N -4.3174 -1.5383 0.0465 0.021
H -5.1144 1.0460 -1.1651 0.000
H -4.1972 3.2447 -1.9905 0.005
H -1.3849 2.9619 -2.0497 0.002
H -1.8405 -3.6444 0.4389 0.004
H -4.6033 -3.6055 0.7609 0.007
H -5.2794 -1.2441 -0.1695 -0.001
```

The calculation puts the HOMO energy (spin up / spin down) at -20.771 / -20.784 eV. The value obtained for the energy is -31152.9484 eV. Its total charge is +4. Its spin multiplicity is 4.


Record 3
The following is a quantum chemistry calculation of a 4-piece molecular cluster, H8O4 overall, from OMol25.

```
12
Properties=species:S:1:pos:R:3:nbo_charge:R:1
O 2.0122 1.7825 -1.2589 -0.901
H 1.5767 1.6710 -2.0822 0.453
H 1.8225 2.6048 -1.1762 0.449
O -0.9053 -0.1072 -0.7598 -0.918
H -0.2567 -0.5563 -0.3872 0.470
H -0.4794 0.1673 -1.5025 0.467
O 0.7455 -1.9350 0.7914 -0.970
H 0.2024 -2.0292 1.5128 0.479
H 1.4197 -1.1410 0.7902 0.499
O -2.3630 0.1272 1.4958 -0.954
H -1.9968 -0.6960 1.8978 0.441
H -1.7778 0.1120 0.6787 0.486
```

The calculation puts the HOMO energy at -10.685 eV. The value obtained for the energy is -8318.2736 eV. Its structure (SMILES) is O.O.O.O. Its total charge is 0. For the energy relative to the best compared isomer or geometry (same formula, charge and spin), the calculation gives 2.4024 eV. Its spin multiplicity is 1.


Record 4
The following is a quantum chemistry calculation of a single C21H33NO4 molecule, from OMol25.

```
59
Properties=species:S:1:pos:R:3:nbo_charge:R:1
C 4.9122 3.7405 4.6864 -0.607
C 4.8149 2.3916 3.9831 -0.388
C 3.3935 2.0384 3.5420 -0.395
C 2.4573 1.7396 4.7114 -0.393
C 1.0275 1.4191 4.2725 -0.383
C 0.8973 0.0873 3.5366 -0.403
C -0.5561 -0.2146 3.1792 -0.384
C -0.7547 -1.5780 2.5171 -0.394
C -0.0816 -1.6719 1.1496 -0.410
C -0.3863 -2.9739 0.4083 -0.379
C -1.8448 -3.0790 -0.0506 -0.497
C -2.2608 -1.9051 -0.9131 0.711
O -3.0986 -1.0900 -0.5675 -0.659
N -1.6312 -1.8490 -2.1022 -0.623
C -1.9152 -0.9058 -3.1594 -0.189
C -1.0478 -1.2771 -4.3429 0.799
O -0.3070 -2.2279 -4.3598 -0.606
O -1.2076 -0.4603 -5.3785 -0.670
C -1.7787 0.5968 -2.7378 0.092
O -2.9908 1.0580 -2.2312 -0.728
C -0.6077 0.8225 -1.7991 -0.068
C 0.6404 0.2668 -2.0522 -0.170
C 1.7073 0.5297 -1.2116 -0.228
C 1.5436 1.3569 -0.1134 -0.215
C 0.3033 1.9132 0.1440 -0.213
C -0.7665 1.6455 -0.6920 -0.206
H 5.9507 3.9756 4.9087 0.209
H 4.5105 4.5290 4.0533 0.200
H 4.3601 3.7359 5.6225 0.201
H 5.1903 1.6084 4.6460 0.193
H 5.4585 2.4115 3.0998 0.197
H 3.4452 1.1607 2.8946 0.198
H 2.9842 2.8649 2.9555 0.190
H 2.4250 2.6070 5.3730 0.199
H 2.8553 0.8991 5.2852 0.193
H 0.6605 2.2226 3.6297 0.190
H 0.3887 1.3924 5.1593 0.199
H 1.4909 0.1175 2.6236 0.199
H 1.2884 -0.7134 4.1694 0.192
H -1.1579 -0.1791 4.0910 0.198
H -0.9299 0.5598 2.5061 0.200
H -1.8272 -1.7383 2.3996 0.203
H -0.3659 -2.3634 3.1705 0.190
H -0.4029 -0.8279 0.5379 0.212
H 1.0001 -1.5971 1.2727 0.206
H -0.1631 -3.8242 1.0569 0.208
H 0.2719 -3.0404 -0.4616 0.198
H -1.9818 -4.0011 -0.6200 0.224
H -2.5102 -3.1068 0.8119 0.232
H -0.9362 -2.5440 -2.3436 0.427
H -2.9620 -1.0097 -3.4870 0.251
H -0.6530 -0.7380 -6.1259 0.507
H -1.6078 1.1766 -3.6557 0.208
H -3.2416 0.4621 -1.4922 0.503
H 0.7897 -0.3699 -2.9111 0.198
H 2.6720 0.0905 -1.4200 0.213
H 2.3808 1.5710 0.5339 0.215
H 0.1675 2.5626 0.9961 0.214
H -1.7340 2.0838 -0.5001 0.235
```

The calculation puts the HOMO energy at -9.257 eV. The value obtained for the energy is -31994.6415 eV. Its structure (SMILES) is CCCCCCCCCCCC(=O)N[C@H](C(=O)O)[C@@H](O)c1ccccc1. Its total charge is 0. For the energy relative to the best compared isomer or geometry (same formula, charge and spin), the calculation gives 0.0782 eV. Its spin multiplicity is 1.


Record 5
The following is a quantum chemistry calculation of a 2-piece molecular cluster, C3H10NO overall, from OMol25.

```
15
Properties=species:S:1:pos:R:3:lowdin_spin:R:1
C -1.1725 1.3619 2.0617 0.011
O -1.6503 0.9739 0.8750 0.006
H -1.8705 1.9384 2.7382 0.001
H -0.9048 0.5210 2.7770 0.006
H -0.2200 1.9506 2.0126 0.002
C -0.0259 -0.2303 -1.9325 0.203
N 0.6429 0.0257 -0.6791 0.011
C 1.3603 -1.1897 -0.2751 0.346
H -0.6258 0.6403 -2.2100 0.022
H 0.6711 -0.4212 -2.7620 0.086
H -0.6833 -1.1124 -1.9032 0.047
H -0.1534 0.1217 -0.0195 0.002
H 1.7986 -1.1128 0.7180 0.061
H 2.1183 -1.3808 -1.0426 0.115
H 0.7151 -2.0863 -0.3584 0.080
```

The calculation puts the HOMO energy (spin up / spin down) at 4.507 / 0.331 eV. The value obtained for the energy is -6805.1876 eV. Its total charge is -2. For the energy relative to the best compared isomer or geometry (same formula, charge and spin), the calculation gives 0.7465 eV. Its spin multiplicity is 2.